Record 1
{"formula": "H6O2S", "method": "ωB97M-V with the def2-TZVPD basis set", "species": ["O", "H", "H", "O", "H", "H", "S", "H", "H"], "xyz": [[2.22, 1.92, -3.33], [2.01, 1.00, -3.67], [1.41, 2.56, -3.20], [-3.29, 1.17, 4.10], [-2.86, 1.19, 3.28], [-2.62, 1.37, 4.76], [1.38, -2.51, -0.58], [1.32, -3.73, 0.26], [0.43, -2.96, -1.62]], "mulliken_charge": [-0.66, 0.33, 0.34, -0.63, 0.31, 0.32, -0.35, 0.18, 0.17], "homo_ev": -9.86, "max_force_ev_per_a": 3.5, "relative_energy_kcal_mol": 25.8, "smiles": "O.O.S", "energy_ev": -15026.482, "lumo_energy_ev": 0.5}

Record 2
{"formula": "C4H8N7O", "method": "ωB97M-V with the def2-TZVPD basis set", "species": ["N", "C", "O", "N", "N", "C", "N", "N", "N", "C", "C", "N", "H", "H", "H", "H", "H", "H", "H", "H"], "xyz": [[2.49, -1.62, 2.47], [2.54, -0.90, 1.58], [2.42, 0.01, 0.61], [1.10, 0.20, 0.32], [0.20, 0.61, 1.26], [-0.98, 0.70, 0.62], [-2.14, 1.04, 1.14], [-2.34, 1.40, 2.48], [-0.81, 0.36, -0.69], [0.45, 0.06, -0.86], [1.12, -0.40, -2.13], [0.18, -0.81, -3.16], [0.39, 0.77, 2.24], [-2.92, 1.04, 0.50], [-2.31, 0.56, 3.06], [-1.61, 2.02, 2.80], [1.77, 0.40, -2.49], [1.74, -1.26, -1.89], [-0.21, -1.71, -2.91], [-0.60, -0.16, -3.23]], "mulliken_charge": [-0.26, 0.45, -0.35, 0.48, -0.28, 0.58, 0.03, -0.69, -0.57, 0.41, -0.60, -0.59, 0.27, 0.25, 0.29, 0.28, 0.34, 0.42, 0.27, 0.28], "homo_ev": -13.63, "max_force_ev_per_a": 1.3, "total_charge": 1, "smiles": "N#CON1NC(NN)=[N+]=C1CN", "energy_ev": -16744.541, "lumo_energy_ev": -3.7}

Record 3
{"formula": "C29H60FN3O4S", "method": "ωB97M-V with the def2-TZVPD basis set", "species": ["C", "C", "C", "C", "C", "C", "C", "C", "C", "C", "C", "N", "S", "O", "O", "F", "H", "H", "H", "H", "H", "H", "H", "H", "H", "H", "H", "H", "H", "H", "H", "H", "H", "H", "H", "H", "H", "H", "H", "H", "C", "C", "C", "C", "C", "C", "N", "O", "C", "C", "C", "H", "H", "H", "H", "H", "H", "H", "H", "H", "H", "H", "H", "H", "H", "H", "H", "H", "H", "C", "C", "C", "C", "C", "C", "N", "O", "C", "C", "C", "H", "H", "H", "H", "H", "H", "H", "H", "H", "H", "H", "H", "H", "H", "H", "H", "H", "H"], "xyz": [[5.40, -2.76, -0.60], [4.20, -1.81, -0.56], [4.11, -1.10, -1.93], [2.71, -1.06, -2.55], [1.85, 0.12, -2.13], [1.18, -0.01, -0.73], [-0.27, -0.43, -0.95], [-1.14, -0.31, 0.29], [-2.61, -0.66, -0.01], [-2.82, -2.07, -0.55], [-2.83, -2.14, -2.09], [-2.03, -3.24, -2.69], [-2.64, -4.76, -2.43], [-2.14, -5.64, -3.40], [-2.45, -5.18, -1.09], [-4.13, -4.50, -2.71], [6.24, -2.20, -0.99], [5.64, -3.18, 0.37], [5.19, -3.55, -1.31], [3.27, -2.35, -0.45], [4.28, -1.10, 0.26], [4.74, -1.66, -2.62], [4.53, -0.09, -1.89], [2.84, -1.00, -3.62], [2.22, -2.02, -2.36], [2.40, 1.06, -2.15], [1.05, 0.21, -2.87], [1.25, 0.94, -0.21], [1.68, -0.80, -0.18], [-0.27, -1.45, -1.32], [-0.69, 0.25, -1.69], [-1.16, 0.73, 0.60], [-0.77, -0.91, 1.13], [-3.14, -0.60, 0.94], [-3.04, 0.10, -0.65], [-2.02, -2.71, -0.18], [-3.76, -2.49, -0.20], [-2.39, -1.24, -2.48], [-3.83, -2.19, -2.49], [-1.11, -3.31, -2.25], [3.20, -1.99, 6.00], [2.31, -1.43, 4.88], [0.96, -0.98, 5.45], [0.02, -2.13, 5.79], [-0.15, -3.05, 4.58], [1.18, -3.56, 4.02], [2.14, -2.44, 3.79], [1.83, -1.83, 2.70], [1.77, -4.62, 4.97], [0.92, -4.31, 2.72], [3.06, -0.20, 4.37], [2.78, -2.84, 6.53], [4.17, -2.29, 5.61], [3.37, -1.22, 6.76], [0.46, -0.33, 4.72], [1.14, -0.36, 6.34], [0.40, -2.69, 6.65], [-0.95, -1.74, 6.09], [-0.77, -3.91, 4.86], [-0.69, -2.51, 3.81], [2.82, -4.80, 4.75], [1.24, -5.56, 4.86], [1.68, -4.35, 6.03], [0.40, -3.70, 1.98], [0.29, -5.18, 2.91], [1.85, -4.66, 2.27], [4.01, -0.49, 3.91], [3.28, 0.46, 5.21], [2.48, 0.37, 3.65], [-2.70, 5.08, -5.02], [-3.19, 4.35, -3.76], [-3.92, 5.34, -2.84], [-2.99, 6.28, -2.09], [-1.91, 5.49, -1.34], [-1.14, 4.53, -2.24], [-2.05, 3.68, -3.07], [-2.51, 2.72, -2.33], [-0.18, 5.34, -3.14], [-0.23, 3.65, -1.39], [-4.20, 3.33, -4.27], [-2.02, 5.90, -4.83], [-2.21, 4.38, -5.70], [-3.55, 5.51, -5.56], [-4.51, 4.77, -2.10], [-4.64, 5.91, -3.42], [-2.53, 6.99, -2.78], [-3.56, 6.87, -1.37], [-1.21, 6.17, -0.85], [-2.40, 4.92, -0.53], [0.19, 4.74, -3.97], [0.68, 5.67, -2.56], [-0.62, 6.25, -3.54], [-0.78, 3.10, -0.64], [0.50, 4.26, -0.87], [0.31, 2.94, -2.02], [-3.71, 2.58, -4.89], [-4.95, 3.83, -4.88], [-4.72, 2.82, -3.46]], "mulliken_charge": [-1.60, 0.14, -0.71, -0.99, -0.91, -0.03, 0.49, -0.12, -1.05, -0.31, -0.97, -0.39, 1.16, -0.58, -0.52, -0.22, 0.38, 0.39, 0.39, 0.08, 0.32, 0.48, 0.26, 0.47, 0.20, 0.47, 0.49, 0.66, -0.28, -0.62, 0.10, 0.40, -0.12, 0.45, 0.26, 0.27, 0.47, 0.40, 0.50, 0.27, -1.61, 1.68, -1.26, -0.50, -1.12, 1.86, 0.18, -0.24, -1.89, -1.70, -1.93, 0.28, 0.38, 0.44, 0.32, 0.42, 0.35, 0.40, 0.39, 0.16, 0.37, 0.49, 0.33, 0.06, 0.47, 0.46, 0.45, 0.45, 0.27, -1.62, 1.66, -1.24, -0.51, -1.30, 2.20, 0.35, -0.49, -2.00, -2.25, -1.95, 0.28, 0.38, 0.44, 0.37, 0.40, 0.32, 0.39, 0.38, 0.36, 0.37, 0.50, 0.38, 0.25, 0.53, 0.50, 0.46, 0.43, 0.35], "homo_ev": [-8.57, -9.44], "spin_multiplicity": 3, "max_force_ev_per_a": 2.3, "energy_ev": -57255.712, "lumo_energy_ev": [0.7, 0.1]}

Record 4
{"formula": "C9H12N2", "method": "ωB97M-V with the def2-TZVPD basis set", "species": ["C", "C", "C", "C", "C", "C", "C", "C", "C", "H", "H", "H", "H", "H", "H", "H", "H", "H", "H", "H", "H", "N", "N"], "xyz": [[-0.10, 1.66, 2.30], [0.08, 0.76, -0.12], [-0.11, 3.19, -0.66], [0.13, -0.69, -0.45], [0.51, -1.60, 0.34], [0.51, -3.10, -0.03], [-0.08, -3.43, -1.28], [-0.54, -2.37, -2.06], [-0.41, -1.04, -1.69], [-0.60, 3.00, 2.30], [0.51, 1.83, 3.03], [-1.01, 1.01, 2.61], [1.46, 0.34, 1.83], [-1.34, 3.34, -0.17], [0.63, 3.22, 0.40], [0.28, 3.44, -1.45], [0.60, -1.38, 1.41], [0.65, -4.02, 0.65], [-0.27, -4.31, -1.45], [-0.96, -2.53, -3.30], [-0.45, -0.05, -2.55], [0.72, 1.10, 1.20], [-0.23, 1.62, -0.86]], "mulliken_charge": [-1.02, 0.22, -0.80, 0.51, 0.13, -0.74, -0.58, -0.26, -0.27, 0.18, 0.59, 0.23, 0.35, 0.24, 0.16, 0.52, 0.23, 0.25, 0.67, 0.13, 0.13, -0.41, -0.46], "homo_ev": -8.91, "max_force_ev_per_a": 16.7, "relative_energy_kcal_mol": 239.4, "energy_ev": -12498.354, "lumo_energy_ev": 0.7}

Record 5
{"formula": "C2H2N4S", "method": "ωB97M-V with the def2-TZVPD basis set", "species": ["S", "C", "N", "N", "C", "N", "N", "H", "H"], "xyz": [[-2.96, -0.50, 0.00], [-1.66, 0.42, -0.01], [-0.33, -0.03, -0.01], [0.69, 0.83, -0.01], [1.72, 0.01, 0.00], [1.34, -1.30, -0.01], [0.06, -1.31, 0.00], [-1.65, 1.52, 0.03], [2.79, 0.35, 0.00]], "mulliken_charge": [-0.20, 0.00, 0.90, -0.79, 0.08, -0.40, -0.29, 0.33, 0.38], "homo_ev": -9.64, "max_force_ev_per_a": 1.4, "relative_energy_kcal_mol": 0.0, "smiles": "S=Cn1ncnn1", "energy_ev": -18899.879, "lumo_energy_ev": -1.3}

Record 6
{"formula": "C6H41NO13S", "method": "ωB97M-V with the def2-TZVPD basis set", "species": ["C", "C", "S", "C", "N", "C", "C", "C", "H", "H", "H", "H", "H", "H", "H", "H", "H", "H", "H", "H", "H", "H", "H", "H", "H", "O", "H", "H", "O", "H", "H", "O", "H", "H", "O", "H", "H", "O", "H", "H", "O", "H", "H", "O", "H", "H", "O", "H", "H", "O", "H", "H", "O", "H", "H", "O", "H", "H", "O", "H", "H", "O"], "xyz": [[-2.41, -0.09, 1.31], [-1.20, -0.93, 1.75], [-1.65, -1.80, 3.34], [-2.29, 0.42, -0.12], [-1.15, 1.27, -0.36], [-0.29, 3.36, -1.33], [-1.29, 2.18, -1.52], [-1.05, 1.40, -2.81], [-3.23, -0.81, 1.34], [-2.48, 0.69, 2.07], [-0.41, -0.34, 2.16], [-0.76, -1.60, 1.01], [-0.80, -2.83, 3.28], [-2.28, -0.50, -0.73], [-3.23, 0.85, -0.46], [-0.24, 0.84, -0.33], [0.68, 3.29, -1.80], [-0.67, 4.30, -1.72], [-0.09, 3.47, -0.27], [-2.30, 2.57, -1.44], [-1.34, 1.95, -3.72], [-1.84, 0.63, -2.80], [-0.06, 1.08, -3.09], [1.01, 2.62, 2.30], [1.88, 1.31, 2.59], [1.89, 2.26, 2.51], [-1.17, -2.35, -2.89], [-2.37, -3.08, -3.00], [-1.61, -3.06, -2.40], [-2.75, -2.79, 0.44], [-2.79, -3.20, -0.97], [-3.39, -3.06, -0.22], [3.35, 0.93, -1.78], [3.36, 0.79, -3.28], [3.90, 0.63, -2.51], [3.31, -1.96, -0.26], [2.72, -1.69, -1.69], [2.51, -1.74, -0.75], [-1.41, 2.67, 2.45], [-0.75, 2.72, 1.09], [-0.58, 2.93, 2.04], [4.32, 2.25, 0.16], [3.39, 1.57, 1.27], [3.83, 1.50, 0.42], [-3.44, 2.66, 1.21], [-4.45, 1.59, 1.82], [-4.17, 2.50, 1.81], [1.66, -3.30, -0.14], [0.32, -4.06, -0.30], [1.18, -4.10, 0.12], [3.24, -1.15, 2.30], [2.09, -1.25, 3.12], [2.64, -1.83, 2.60], [1.45, 1.99, -4.57], [1.28, 3.09, -3.51], [1.72, 2.26, -3.70], [1.22, -2.55, -3.11], [1.21, -1.57, -4.19], [1.12, -1.59, -3.23], [1.44, -0.81, 1.33], [1.93, 0.12, 0.20], [1.36, 0.08, 0.98]], "mulliken_charge": [-1.12, -0.68, -0.22, -0.69, 1.03, -1.05, 0.53, -1.35, 0.39, 0.45, 0.11, 0.50, 0.15, 0.04, 0.68, -0.47, 0.07, 0.41, 0.05, 0.43, 0.44, 0.36, 0.16, 0.45, 0.26, -0.77, 0.27, 0.33, -0.62, 0.31, 0.37, -0.66, 0.26, 0.33, -0.61, 0.28, 0.24, -0.61, 0.33, 0.17, -0.75, 0.25, 0.33, -0.59, 0.36, 0.33, -0.65, 0.40, 0.29, -0.65, 0.35, 0.33, -0.70, 0.30, 0.30, -0.57, 0.29, 0.26, -0.57, 0.03, -0.17, 0.28], "homo_ev": -8.99, "max_force_ev_per_a": 2.8, "relative_energy_kcal_mol": 39.4, "energy_ev": -45829.471, "lumo_energy_ev": -0.5}

Record 7
{"formula": "C40H107N5O19", "method": "ωB97M-V with the def2-TZVPD basis set", "species": ["C", "C", "O", "C", "O", "O", "C", "H", "H", "H", "H", "H", "H", "H", "H", "C", "O", "C", "C", "N", "C", "C", "O", "C", "H", "H", "H", "H", "H", "H", "H", "H", "H", "H", "H", "H", "H", "H", "H", "C", "O", "C", "C", "N", "C", "C", "O", "C", "H", "H", "H", "H", "H", "H", "H", "H", "H", "H", "H", "H", "H", "H", "H", "C", "O", "C", "C", "N", "C", "C", "O", "C", "H", "H", "H", "H", "H", "H", "H", "H", "H", "H", "H", "H", "H", "H", "H", "C", "O", "C", "C", "N", "C", "C", "O", "C", "H", "H", "H", "H", "H", "H", "H", "H", "H", "H", "H", "H", "H", "H", "H", "C", "O", "C", "C", "N", "C", "C", "O", "C", "H", "H", "H", "H", "H", "H", "H", "H", "H", "H", "H", "H", "H", "H", "H", "C", "O", "H", "H", "H", "H", "C", "O", "H", "H", "H", "H", "C", "O", "H", "H", "H", "H", "C", "O", "H", "H", "H", "H", "C", "O", "H", "H", "H", "H", "C", "O", "H", "H", "H", "H"], "xyz": [[-3.97, -1.35, 3.72], [-2.84, -0.32, 3.67], [-2.02, -0.56, 2.62], [-2.38, -0.14, 1.42], [-3.31, 0.59, 1.08], [-1.37, -0.52, 0.58], [-1.36, -0.24, -0.83], [-4.61, -1.28, 2.85], [-4.40, -1.23, 4.72], [-3.68, -2.40, 3.67], [-2.25, -0.51, 4.56], [-3.16, 0.71, 3.52], [-1.79, -1.15, -1.24], [-0.42, 0.01, -1.33], [-2.12, 0.44, -1.21], [-0.22, -7.57, 3.54], [0.23, -8.57, 2.55], [-0.88, -9.21, 1.93], [-1.23, -10.67, 2.35], [-2.38, -11.14, 1.68], [-2.78, -12.43, 2.02], [-2.22, -13.60, 1.19], [-0.80, -13.68, 1.25], [-0.27, -14.16, 0.05], [-1.00, -8.04, 4.15], [-0.56, -6.60, 3.19], [0.61, -7.31, 4.20], [-0.52, -9.39, 0.92], [-1.80, -8.63, 1.84], [-1.47, -10.59, 3.41], [-0.36, -11.32, 2.35], [-2.03, -11.09, 0.73], [-3.87, -12.51, 1.92], [-2.39, -12.74, 2.99], [-2.64, -13.51, 0.18], [-2.59, -14.59, 1.46], [-0.39, -15.24, -0.01], [0.82, -14.09, 0.05], [-0.61, -13.83, -0.93], [1.64, -5.18, -4.25], [3.01, -4.70, -3.94], [3.68, -5.67, -3.05], [5.25, -5.39, -3.11], [5.84, -5.69, -4.41], [7.18, -5.15, -4.35], [7.97, -5.27, -5.68], [7.33, -4.46, -6.67], [8.15, -4.49, -7.81], [1.75, -5.92, -5.04], [1.08, -4.34, -4.66], [1.06, -5.60, -3.43], [3.54, -6.64, -3.52], [3.16, -5.63, -2.09], [5.73, -5.96, -2.32], [5.36, -4.34, -2.81], [5.32, -5.18, -5.11], [7.76, -5.67, -3.59], [7.16, -4.10, -4.09], [8.25, -6.30, -5.85], [8.92, -4.75, -5.52], [7.85, -3.77, -8.58], [8.20, -5.50, -8.20], [9.22, -4.32, -7.66], [3.86, 2.41, -8.05], [4.24, 3.21, -6.88], [4.86, 2.45, -5.82], [5.71, 3.42, -5.01], [4.94, 4.31, -4.23], [5.87, 5.41, -3.93], [5.00, 6.49, -3.27], [4.34, 7.29, -4.23], [3.47, 8.30, -3.72], [2.83, 2.05, -8.03], [4.56, 1.59, -8.16], [4.03, 3.09, -8.89], [5.45, 1.64, -6.24], [4.16, 1.95, -5.15], [6.25, 3.87, -5.85], [6.41, 2.88, -4.37], [4.11, 4.65, -4.68], [6.39, 5.84, -4.78], [6.60, 4.96, -3.26], [5.67, 7.13, -2.69], [4.17, 6.11, -2.68], [2.87, 7.99, -2.87], [2.78, 8.58, -4.51], [4.07, 9.16, -3.41], [-11.92, 10.55, 3.61], [-10.65, 10.27, 4.32], [-9.52, 10.81, 3.69], [-9.19, 10.38, 2.31], [-9.54, 8.96, 2.09], [-8.36, 8.11, 2.28], [-7.33, 8.09, 1.14], [-5.93, 7.81, 1.49], [-5.73, 6.51, 2.06], [-12.30, 11.55, 3.82], [-12.68, 9.83, 3.91], [-11.83, 10.38, 2.53], [-8.71, 10.46, 4.33], [-9.51, 11.90, 3.74], [-8.20, 10.60, 1.92], [-9.78, 10.98, 1.61], [-10.05, 8.78, 2.93], [-8.52, 7.04, 2.42], [-7.81, 8.36, 3.19], [-7.32, 9.12, 0.76], [-7.68, 7.49, 0.31], [-6.27, 5.70, 1.57], [-6.11, 6.56, 3.08], [-4.72, 6.11, 2.05], [5.26, -0.27, 3.56], [5.44, -0.43, 2.13], [5.12, 0.64, 1.29], [6.23, 1.65, 1.18], [7.48, 1.08, 0.68], [8.08, 0.10, 1.71], [9.62, -0.14, 1.61], [10.45, 1.07, 1.55], [10.31, 2.14, 2.50], [5.20, -1.26, 4.02], [4.34, 0.26, 3.80], [6.06, 0.23, 4.11], [4.11, 0.97, 1.53], [4.89, 0.18, 0.33], [6.35, 2.19, 2.12], [5.94, 2.44, 0.48], [7.99, 1.37, -0.14], [7.72, -0.92, 1.63], [7.88, 0.50, 2.70], [9.76, -0.75, 0.72], [9.97, -0.65, 2.51], [10.32, 1.82, 3.54], [9.41, 2.69, 2.22], [11.15, 2.84, 2.42], [-8.69, 2.68, 5.15], [-9.10, 2.98, 6.38], [-9.24, 3.22, 4.37], [-7.66, 3.05, 5.12], [-8.74, 1.61, 4.96], [-8.95, 3.93, 6.36], [-5.86, 3.11, -3.40], [-5.70, 1.87, -2.74], [-4.95, 3.67, -3.59], [-6.38, 3.11, -4.36], [-6.41, 3.71, -2.68], [-5.25, 1.93, -1.89], [0.92, 4.54, 4.22], [2.00, 4.19, 5.11], [0.38, 3.61, 4.02], [0.26, 5.29, 4.64], [1.29, 4.63, 3.20], [2.38, 4.95, 5.56], [-6.14, -2.56, -5.76], [-6.00, -3.02, -4.40], [-6.48, -3.41, -6.36], [-6.91, -1.81, -5.91], [-5.15, -2.28, -6.12], [-5.69, -2.29, -3.86], [-4.08, -4.73, 9.48], [-4.56, -5.22, 10.72], [-3.03, -4.44, 9.54], [-4.13, -5.50, 8.71], [-4.68, -3.90, 9.11], [-5.46, -5.56, 10.65], [-0.62, 5.89, -1.74], [-1.81, 6.48, -2.14], [-0.07, 6.50, -1.02], [-0.77, 4.98, -1.15], [0.09, 5.76, -2.56], [-2.31, 6.67, -1.34]], "mulliken_charge": [-1.15, -0.14, -0.32, 0.76, -0.59, -0.31, -0.72, 0.33, 0.34, 0.32, 0.24, 0.34, 0.30, 0.28, 0.31, -0.68, -0.36, -0.68, -0.34, -0.27, -0.70, -0.68, -0.29, -0.82, 0.31, 0.27, 0.26, 0.31, 0.39, 0.31, 0.26, 0.24, 0.36, 0.30, 0.40, 0.45, 0.33, 0.28, 0.34, -0.73, -0.33, -0.64, -0.61, -0.39, -0.67, -0.62, -0.28, -0.80, 0.30, 0.25, 0.29, 0.35, 0.43, 0.40, 0.36, 0.26, 0.38, 0.36, 0.39, 0.41, 0.25, 0.34, 0.32, -0.70, -0.30, -0.71, -0.58, -0.34, -0.59, -0.61, -0.30, -0.70, 0.24, 0.31, 0.24, 0.50, 0.34, 0.31, 0.34, 0.30, 0.30, 0.38, 0.40, 0.37, 0.27, 0.24, 0.29, -0.71, -0.38, -0.46, -0.71, -0.35, -0.55, -0.47, -0.39, -0.73, 0.30, 0.26, 0.33, 0.31, 0.38, 0.37, 0.31, 0.33, 0.38, 0.28, 0.31, 0.33, 0.31, 0.28, 0.30, -0.69, -0.34, -0.63, -0.54, -0.16, -0.44, -0.67, -0.39, -0.57, 0.25, 0.30, 0.27, 0.42, 0.26, 0.24, 0.50, 0.24, 0.29, 0.22, 0.35, 0.37, 0.28, 0.17, 0.25, -0.51, -0.48, 0.22, 0.21, 0.23, 0.32, -0.51, -0.48, 0.25, 0.25, 0.22, 0.28, -0.43, -0.51, 0.14, 0.27, 0.24, 0.30, -0.50, -0.50, 0.22, 0.24, 0.24, 0.30, -0.48, -0.50, 0.22, 0.24, 0.23, 0.29, -0.49, -0.50, 0.24, 0.24, 0.22, 0.29], "homo_ev": -8.19, "max_force_ev_per_a": 3.9, "smiles": "CCOC(=O)OC.COCCNCCOC.COCCNCCOC.COCCNCCOC.COCCNCCOC.COCCNCCOC.CO.CO.CO.CO.CO.CO", "energy_ev": -89551.546, "lumo_energy_ev": 0.0}

Record 8
{"formula": "C3H3OP", "method": "ωB97M-V with the def2-TZVPD basis set", "species": ["C", "C", "C", "O", "P", "H", "H", "H"], "xyz": [[0.18, 0.50, -0.01], [-1.12, -0.08, -0.05], [-2.33, 0.16, -0.08], [2.61, -0.83, 0.04], [1.87, 0.67, -0.05], [-0.11, 1.56, -0.10], [2.28, -1.97, 0.29], [-3.37, -0.02, -0.04]], "mulliken_charge": [0.12, -0.25, -0.37, -0.56, 0.09, 0.23, 0.38, 0.36], "homo_ev": -8.61, "max_force_ev_per_a": 6.1, "relative_energy_kcal_mol": 85.5, "energy_ev": -14491.313, "lumo_energy_ev": -0.1}